(1)
Density functional theory data (ωB97M-V/def2-TZVPD) for a structure of composition CH3NOP2S in a non-equilibrium geometry.

Cartesian coordinates (Å):
1 P -2.238427 1.129753 0.467522
2 S -2.201241 -0.974708 0.410829
3 N -0.948438 -1.241637 -0.624269
4 H 2.381986 -0.124447 0.182674
5 C 1.482361 0.150312 0.614548
6 O -0.929044 1.309893 -0.383777
7 H 0.731782 -0.103337 -1.813971
8 H 1.428128 -0.028213 1.705898
9 P 0.292893 -0.117620 -0.559454

Force components x, y, z for each atom (eV/Å):
P -0.69 1.53 0.32
S 0.36 -2.34 -0.38
N -0.11 0.15 0.75
H 2.03 -0.28 -0.76
C -2.23 -0.61 -0.04
O 2.46 -0.78 -0.88
H 0.79 0.24 -1.43
H -0.46 0.26 -0.95
P -2.14 1.84 3.38

Calculated values
LUMO (alpha / beta) ... 0.485 / -2.451 eV
⟨S²⟩ ... 2.02
Gap between HOMO and LUMO (alpha / beta) ... 7.515 / 6.347 eV
Energy above the lowest of the compared OMol25 structures with the same formula, charge and spin ... 0.118 eV
HOMO level (alpha / beta) ... -0.2584 / -0.3233 hartree
Multiplicity ... 3

Results of the Mulliken charge analysis, in e, for atoms 1 through 6:
1. P 0.143
2. S 0.008
3. N -0.317
4. H 0.298
5. C -0.723
6. O -0.332


(2)
Density functional theory data (ωB97M-V/def2-TZVPD) for a cluster of 2 separate species, C14H17NO4 in total in a non-equilibrium geometry.

Cartesian coordinates (Å):
1 C -1.853570 -0.515820 0.185444
2 H -2.073231 -0.294574 2.293772
3 O 0.955755 0.473328 1.587551
4 H -1.275156 -2.305405 1.224614
5 O 3.148148 1.018409 1.287404
6 O -2.525134 1.513819 1.328082
7 C -2.742025 2.001403 2.631456
8 H -0.481349 -2.652716 -5.264047
9 C -2.143109 0.208502 1.340066
10 O -0.967173 -2.738351 -3.282901
11 C -1.282469 -1.965897 -2.157210
12 H 5.241735 -0.597587 0.348910
13 H 4.817675 0.748640 -0.695101
14 C -1.411550 -1.857868 0.254246
15 H -0.111637 -1.192366 -4.322188
16 C -1.730639 -0.636705 -2.225184
17 C -1.143001 -2.558293 -0.891104
18 C 3.138139 -0.066220 0.397896
19 H 2.625833 3.031719 2.692082
20 H -1.857994 -0.171635 -3.184832
21 C -0.836851 -1.994197 -4.470741
22 C 1.735536 2.450994 2.537918
23 H -1.918962 1.714510 3.291111
24 H -3.679976 1.601114 3.014994
25 C 4.470114 -0.218615 -0.324512
26 C 0.601514 2.951330 2.970331
27 H -2.331173 1.098457 -1.139248
28 H -0.808639 -3.579382 -0.837962
29 H 4.400333 -0.898841 -1.175805
30 H -1.803224 -1.580421 -4.761602
31 N -0.410918 3.447971 3.371990
32 H 2.304576 0.122544 -0.294974
33 H 2.864682 -0.956716 0.981074
34 C -2.006455 0.073450 -1.088368
35 H -2.800038 3.089732 2.591080
36 C 1.890231 1.235686 1.785756

Force components x, y, z for each atom (eV/Å):
C -0.13 0.21 -0.79
H 0.07 0.22 0.35
O -0.74 -1.38 -0.76
H 0.08 -0.19 0.11
O -0.12 0.32 0.33
O 1.38 -4.66 -1.07
C -0.53 0.85 1.86
H -0.07 -0.09 0.28
C -0.47 3.12 -0.39
O -0.47 1.05 2.60
C 0.26 -0.80 -0.82
H -0.04 0.00 -0.01
H -0.10 -0.02 -0.02
C -0.16 0.46 0.01
H -0.02 0.06 -0.15
C 0.10 -0.11 -0.52
C 0.09 -0.38 -0.29
C -0.28 -0.78 -0.61
H 0.27 0.22 0.04
H -0.03 0.19 -0.10
C 0.03 0.32 -0.65
C 4.33 -1.98 -1.85
H -0.11 0.31 -0.21
H -0.17 -0.04 -0.10
C 0.06 0.31 0.39
C -5.69 2.29 2.12
H -0.08 0.16 -0.12
H 0.11 -0.19 0.00
H -0.16 -0.02 0.12
H 0.04 0.04 -0.16
N 2.47 -1.16 -0.94
H 0.33 -0.34 -0.16
H 0.18 -0.09 -0.40
C 0.15 -0.16 0.34
H 0.22 -0.31 -0.09
C -0.77 2.53 1.68

Calculated values
LUMO ... -2.387 eV
Gap between HOMO and LUMO ... 3.587 eV
Energy above the lowest of the compared OMol25 structures with the same formula, charge and spin ... 5.541 eV
HOMO level ... -0.2195 hartree
Multiplicity ... 1

Results of the Mulliken charge analysis, in e, for atoms 1 through 6:
1. C 0.596
2. H 0.377
3. O -0.597
4. H 0.413
5. O -0.361
6. O -0.244


(3)
Density functional theory data (ωB97M-V/def2-TZVPD) for a cluster of 2 separate species, C2H9N3 in total in a non-equilibrium geometry.

Cartesian coordinates (Å):
1 N -2.148991 -1.462362 -1.340566
2 H -1.269637 -1.502286 -0.812791
3 H -1.148509 1.171139 0.054217
4 H -2.299790 -2.386704 -1.737313
5 H 0.158051 2.607880 1.105343
6 N 0.182364 -0.342909 0.360789
7 C 1.544823 -0.827546 0.593974
8 H 2.192235 -0.645504 -0.258685
9 N 0.726437 1.974844 0.533214
10 H 1.484812 -1.885181 0.844256
11 H -2.047864 -0.811245 -2.116104
12 H 1.916209 -0.289622 1.473095
13 C -0.101773 0.857286 0.206487
14 H 0.871209 2.523767 -0.318080

Force components x, y, z for each atom (eV/Å):
N 0.59 -0.12 -0.27
H -0.28 0.22 0.35
H -0.04 -0.78 -0.51
H -0.19 0.05 0.02
H 0.11 -0.20 0.01
N 2.03 0.78 -0.62
C -0.56 -0.75 0.27
H -0.19 -0.09 -0.17
N 0.20 -0.21 -0.11
H 0.24 -0.03 -0.04
H -0.12 -0.03 0.08
H -0.13 0.07 0.03
C -1.95 1.28 1.01
H 0.27 -0.19 -0.06

Calculated values
LUMO (alpha / beta) ... -4.279 / -9.251 eV
⟨S²⟩ ... 0.76
Gap between HOMO and LUMO (alpha / beta) ... 11.204 / 4.807 eV
Energy above the lowest of the compared OMol25 structures with the same formula, charge and spin ... 1.097 eV
HOMO level (alpha / beta) ... -0.5690 / -0.5166 hartree
Net charge ... +1
Multiplicity ... 2

Results of the Mulliken charge analysis, in e, for atoms 1 through 6:
1. N -0.520
2. H 0.245
3. H 0.384
4. H 0.301
5. H 0.313
6. N -0.076


(4)
Density functional theory data (ωB97M-V/def2-TZVPD) for a cluster of 2 separate species, C5H16N in total in a non-equilibrium geometry.

Cartesian coordinates (Å):
1 H -0.434574 0.270865 1.415663
2 H -1.153151 0.620006 -2.434681
3 C -0.430099 -2.051569 -1.730342
4 H -1.053075 -2.389441 -0.881400
5 C -0.721437 0.440919 -1.442797
6 H 0.319138 -2.834361 -1.926317
7 H 0.078770 2.736611 3.038783
8 C 0.164524 1.666275 2.882775
9 H -1.533137 0.216686 -0.747106
10 H -1.339838 1.631117 1.371179
11 H 0.997039 -0.503909 -2.331179
12 H 0.147534 1.659161 0.764116
13 H -0.152340 1.348782 -1.215776
14 C 1.192669 -0.886987 -0.212789
15 H 1.756364 0.044265 -0.083689
16 C 0.276488 -0.741837 -1.493283
17 H 1.217048 1.405648 2.844179
18 N -0.391694 1.276890 1.536884
19 H 1.939141 -1.676599 -0.359125
20 H 0.601155 -1.226135 0.645573
21 H -0.327768 1.121456 3.680425
22 H -1.128815 -1.922207 -2.583644

Force components x, y, z for each atom (eV/Å):
H 0.05 -0.14 0.17
H -0.18 0.13 0.17
C 0.06 -0.20 0.47
H -0.12 -0.39 -0.35
C 0.55 -0.60 -0.99
H 0.02 0.12 0.37
H -0.19 0.03 -0.17
C 0.59 0.03 0.03
H -0.03 -0.03 -0.11
H -0.06 0.02 0.38
H 0.31 0.49 0.69
H 0.33 0.11 0.15
H -0.06 -0.04 -0.11
C 1.26 -1.32 -0.30
H -0.23 0.00 -0.18
C -1.19 0.69 -0.52
H 0.09 -0.04 0.21
N -0.79 0.59 0.12
H 0.00 0.19 0.11
H -0.16 0.11 -0.31
H -0.19 -0.08 -0.13
H -0.05 0.31 0.31

Calculated values
LUMO (alpha / beta) ... -7.179 / -14.417 eV
⟨S²⟩ ... 0.75
Gap between HOMO and LUMO (alpha / beta) ... 14.082 / 6.824 eV
Energy above the lowest of the compared OMol25 structures with the same formula, charge and spin ... 0.294 eV
HOMO level (alpha / beta) ... -0.7814 / -0.7806 hartree
Net charge ... +2
Multiplicity ... 2

Results of the Mulliken charge analysis, in e, for atoms 1 through 6:
1. H 0.244
2. H 0.424
3. C -1.073
4. H 0.406
5. C -1.380
6. H 0.407


(5)
Density functional theory data (ωB97M-V/def2-TZVPD) for an isolated molecule of C5H9NS2 in a non-equilibrium geometry.

Cartesian coordinates (Å):
1 S 3.443696 -0.973237 -0.271911
2 H -2.183485 -3.104058 0.427484
3 H -0.425934 -3.088988 0.254610
4 H -0.455592 3.413024 -0.449014
5 N 0.902154 -0.098485 -0.759025
6 C -0.400353 0.183178 -0.516797
7 C -1.327450 -2.469543 0.309692
8 S -1.595285 -1.046883 -0.696418
9 H 1.092342 -0.181235 -1.915170
10 H 1.652177 -0.384261 1.177995
11 H 0.983241 2.274156 -0.657069
12 C -0.870570 1.323761 0.124313
13 H 0.455692 2.892336 0.955252
14 C 0.012796 2.550632 -0.090713
15 C 1.992417 -0.387213 0.059387
16 H -1.838870 1.347622 0.732035
17 H -1.436971 -2.250811 1.315352

Force components x, y, z for each atom (eV/Å):
S 0.68 0.11 -0.72
H -0.86 -0.64 -1.72
H -0.13 0.29 -0.66
H -0.90 1.11 -0.89
N 4.24 -0.52 -5.59
C -2.76 1.30 4.62
C 1.06 -1.03 0.57
S -1.82 -0.74 -1.61
H -0.16 -0.06 4.19
H 0.43 0.44 -1.95
H -1.92 0.57 0.57
C 1.32 -0.37 -1.36
H -0.91 -0.58 -1.80
C 3.02 -1.30 3.24
C -3.46 -0.11 2.12
H 1.44 0.00 -1.45
H 0.75 1.53 2.46

Calculated values
Structure (SMILES) ... C/C=C(\NC=S)SC
LUMO ... 0.373 eV
Gap between HOMO and LUMO ... 9.032 eV
Energy above the lowest of the compared OMol25 structures with the same formula, charge and spin ... 3.120 eV
HOMO level ... -0.3182 hartree
Multiplicity ... 1

Results of the Mulliken charge analysis, in e, for atoms 1 through 6:
1. S -0.305
2. H 0.393
3. H 0.335
4. H 0.379
5. N -0.076
6. C -0.064


(6)
Density functional theory data (ωB97M-V/def2-TZVPD) for a cluster of 2 separate species, C4H2Br2O in total in a non-equilibrium geometry.

Cartesian coordinates (Å):
1 H -2.294302 0.902324 -0.689897
2 C -1.382631 0.494551 -0.351522
3 C 1.838905 0.758331 -0.602762
4 Br 2.821741 0.077199 0.828725
5 O 2.211143 1.332125 -1.527955
6 C -0.887536 -0.643460 0.667976
7 H -0.989805 -0.641911 1.790718
8 Br -1.187400 -2.493121 0.189606
9 C -0.130118 0.213959 -0.304888

Force components x, y, z for each atom (eV/Å):
H -0.67 0.18 -0.18
C 0.96 -0.39 1.00
C 0.48 2.71 -0.22
Br 1.70 -1.44 2.01
O 0.13 -0.15 -1.40
C -0.36 -0.17 0.48
H 0.40 0.72 -1.44
Br -0.05 0.26 -0.06
C -2.59 -1.73 -0.19

Calculated values
LUMO (alpha / beta) ... 0.600 / -3.411 eV
⟨S²⟩ ... 2.01
Gap between HOMO and LUMO (alpha / beta) ... 6.880 / 7.038 eV
Energy above the lowest of the compared OMol25 structures with the same formula, charge and spin ... 0.000 eV
HOMO level (alpha / beta) ... -0.2308 / -0.3840 hartree
Multiplicity ... 3

Results of the Mulliken charge analysis, in e, for atoms 1 through 6:
1. H 0.381
2. C -0.308
3. C 0.454
4. Br -0.139
5. O -0.310
6. C -0.179